54
Properties=species:S:1:pos:R:3:forces:R:3 method="wB97M-V/def2-TZVPD" homo_ev=-7.15 spin_multiplicity=1 total_energy_ev=-96508.4014 gap_ev=7.44 relative_energy_kcal_mol=0.0 lumo_energy_ha=0.0107
Br -0.77127 -1.20099 3.51167 0.05 -0.04 -0.19
C -1.63838 2.91211 3.46053 0.31 0.13 0.16
C -1.32140 2.97823 1.98158 0.02 -0.03 -0.57
C -0.49491 1.76568 1.55904 -0.48 0.35 0.00
C -0.15814 1.71183 0.06493 0.25 -0.70 0.77
P 0.34324 -0.00320 -0.24758 0.26 -0.36 -0.65
C 1.01750 -0.02333 -1.93869 0.04 0.77 0.11
C 0.04577 0.48787 -3.01059 0.57 0.31 -0.27
C -1.01891 -0.49845 -3.45090 -0.04 -0.65 -0.52
C -2.39510 0.11375 -3.62629 -0.17 -0.13 0.64
C 1.65600 -0.61323 0.83233 -0.13 0.66 0.03
C 2.98583 0.14633 0.80632 0.60 -0.45 0.19
C 3.04731 1.41994 1.64031 -0.30 0.35 -0.22
C 4.48496 1.92188 1.79670 -0.18 -0.50 0.00
C -1.07260 -1.09765 -0.09871 -0.50 0.87 0.18
C -0.77656 -2.55156 -0.38826 0.08 -0.36 0.09
C -2.05002 -3.38127 -0.43233 -0.68 0.68 0.36
C -1.79055 -4.84426 -0.63713 0.13 -0.38 -0.72
H -2.16176 1.98425 3.68621 -0.08 0.05 0.12
H -2.21114 3.77821 3.78979 -0.16 -0.07 -0.01
H -0.70962 2.90762 4.03772 -0.06 -0.07 0.03
H -0.78413 3.89777 1.71867 -0.02 0.00 0.11
H -2.25056 2.99443 1.39769 0.03 0.01 0.03
H -1.06032 0.86333 1.79420 0.04 0.06 0.42
H 0.40432 1.73626 2.16996 0.08 -0.17 -0.03
H 0.67410 2.36502 -0.19790 -0.19 0.18 -0.27
H -1.06089 1.89875 -0.51588 0.12 0.19 -0.23
H 1.48858 -0.96668 -2.21202 -0.15 -0.16 0.13
H 1.82707 0.71405 -1.84310 0.07 -0.18 -0.14
H 0.63492 0.75954 -3.89292 0.08 0.00 0.13
H -0.38228 1.44319 -2.69470 -0.17 -0.12 0.16
H -1.04654 -1.37142 -2.79706 -0.18 0.17 0.22
H -0.71680 -0.92960 -4.41274 0.00 0.06 0.05
H -2.72708 0.59372 -2.69792 0.09 0.10 -0.09
H -3.13630 -0.66111 -3.82238 -0.01 0.10 -0.34
H -2.38485 0.86535 -4.41246 -0.16 -0.01 -0.09
H 1.79128 -1.65060 0.52385 0.00 -0.06 0.04
H 1.23926 -0.61442 1.84983 -0.11 -0.24 -0.03
H 3.37661 0.31382 -0.20360 -0.21 0.10 -0.05
H 3.72438 -0.53585 1.24776 -0.13 -0.01 -0.03
H 2.56711 1.23159 2.60373 0.22 -0.08 0.09
H 2.43914 2.20545 1.17422 0.08 0.00 0.04
H 4.83674 2.37455 0.87002 0.05 0.11 0.03
H 5.13922 1.07103 2.00827 0.03 0.10 0.06
H 4.58860 2.62425 2.61956 -0.03 0.16 -0.07
H -1.88288 -0.66682 -0.70487 0.21 -0.19 -0.23
H -1.42981 -0.98104 0.93622 0.24 -0.25 0.09
H -0.12422 -2.91526 0.41167 -0.10 -0.12 -0.01
H -0.24145 -2.70935 -1.33149 0.08 0.17 0.00
H -2.70946 -3.00325 -1.22508 0.19 -0.02 -0.15
H -2.64468 -3.20169 0.47186 0.33 -0.09 0.14
H -1.38811 -4.99536 -1.64809 0.03 -0.10 0.15
H -2.71205 -5.42208 -0.58521 0.03 -0.08 0.15
H -1.05914 -5.24132 0.06324 -0.07 -0.04 0.18